1.
DFT (ωB97M-V/def2-TZVPD) results for a structure of composition C29H26AuF14OPS at a distorted geometry.

Each line ends with the Mulliken charge.
Element x y z (Å)
Au1 -0.317 -2.358 -0.560  -0.1412
C1 4.053 -0.706 1.447  -0.7887
C2 4.922 -1.424 0.387  -0.7454
C3 4.278 -1.585 -0.975  -0.4493
S1 2.708 -2.386 -1.241  0.3845
O1 1.696 -1.600 -0.350  -0.0311
C4 2.858 -3.975 -0.569  -0.8506
C5 2.891 -4.293 0.919  -0.2946
C6 1.549 -4.148 1.603  -0.9653
H1 4.622 -0.571 2.353  0.4707
H2 3.138 -1.296 1.650  -0.0454
H3 3.757 0.278 1.115  0.3247
H4 5.327 -2.355 0.822  0.2748
H5 5.799 -0.791 0.216  0.4089
H6 4.917 -2.076 -1.718  0.5648
H7 4.065 -0.571 -1.332  0.1261
H8 3.735 -4.349 -1.070  0.6106
H9 1.994 -4.544 -1.037  0.4418
H10 3.609 -3.722 1.469  0.1333
H11 3.220 -5.349 0.993  0.3950
H12 1.292 -3.112 1.766  0.0358
H13 1.548 -4.660 2.549  0.4623
H14 0.746 -4.587 1.010  0.2132
F1 -2.570 -3.582 0.706  -0.2806
C7 -2.063 -3.352 -0.554  0.2948
F2 -1.804 -4.602 -1.020  -0.3059
C8 -3.249 -2.856 -1.418  0.6749
F3 -4.105 -3.868 -1.645  -0.2868
F4 -3.937 -1.885 -0.820  -0.2187
F5 -2.838 -2.392 -2.600  -0.2537
F6 -6.607 5.282 -0.947  -0.2905
C9 -5.323 5.618 -0.747  0.7979
F7 -5.029 6.482 -1.720  -0.2584
F8 -5.253 6.318 0.400  -0.2650
C10 -4.402 4.422 -0.726  0.3338
C11 -3.074 4.678 -0.384  -1.3870
C12 -2.221 3.573 -0.341  -0.0356
C13 -2.684 2.295 -0.689  0.2949
C14 -4.021 2.115 -1.018  -0.1553
C15 -4.894 3.184 -1.017  -0.8275
P1 -1.751 0.712 -0.650  0.1836
C16 -0.213 1.120 -1.477  0.7744
C17 0.830 1.925 -0.994  0.1988
C18 1.918 2.260 -1.740  -1.1576
C19 1.959 1.771 -3.062  0.3825
C20 0.989 0.940 -3.568  -1.1430
C21 -0.106 0.656 -2.775  -0.7069
C22 3.142 2.096 -3.910  0.7830
F9 4.011 1.079 -3.939  -0.2528
F10 2.829 2.339 -5.210  -0.2789
F11 3.818 3.136 -3.442  -0.2853
C23 -1.405 0.557 1.155  0.3311
C24 -2.463 0.682 2.067  -0.7026
C25 -2.298 0.391 3.407  -1.1494
C26 -1.036 -0.002 3.845  0.2142
C27 0.042 -0.126 2.950  -1.0607
C28 -0.154 0.160 1.631  0.7367
C29 -0.842 -0.346 5.278  0.8021
F12 -0.309 -1.607 5.410  -0.2730
F13 -1.962 -0.365 5.985  -0.2769
F14 0.053 0.464 5.919  -0.2732
H15 -2.715 5.660 -0.147  0.4230
H16 -1.167 3.713 -0.090  0.3300
H17 -4.388 1.152 -1.308  0.4381
H18 -5.943 3.067 -1.259  0.4855
H19 0.758 2.359 0.008  0.4352
H20 2.713 2.892 -1.344  0.4491
H21 1.021 0.681 -4.614  0.5005
H22 -0.885 0.010 -3.187  0.3746
H23 -3.420 1.074 1.702  0.4200
H24 -3.088 0.481 4.136  0.4971
H25 1.016 -0.302 3.331  0.4983
H26 0.709 0.116 0.983  -0.0637

Forces on atoms 1 to 6 (eV/Å):
Au 0.295 0.345 0.241
C -0.349 -0.943 -0.486
C 0.277 0.082 0.948
C 0.046 0.318 -0.026
S -1.242 1.636 0.215
O 0.432 -0.363 -0.682

Properties
Charge: 0
Max |F|: 2.1 eV Å⁻¹
HOMO-LUMO gap: 8.49 eV

2.
DFT (ωB97M-V/def2-TZVPD) results for a structure of composition C29H26B2F4N7O8S2Ta.

Each line ends with the Mulliken charge.
Element x y z (Å)
Ta1 0.078 0.461 -0.237  0.2684
C1 -1.800 2.464 3.312  -1.9537
C2 -0.936 2.051 2.183  0.3283
N1 -1.355 1.484 1.110  0.2428
O1 -2.646 1.140 1.031  -0.6410
B1 -3.299 1.550 -0.299  0.9310
F1 -4.576 1.142 -0.241  -0.3060
F2 -3.052 2.896 -0.481  -0.3866
O2 -2.617 0.787 -1.427  -0.4734
N2 -1.351 1.223 -1.621  0.8896
C3 -1.069 2.022 -2.584  0.6058
C4 -2.069 2.562 -3.522  -2.1367
C5 0.364 2.450 -2.568  0.6278
N3 1.015 1.972 -1.566  0.7993
O3 2.326 2.295 -1.453  -0.7648
B2 2.647 2.983 -0.150  0.6499
F3 1.728 4.004 0.047  -0.3524
F4 3.949 3.313 -0.163  -0.3024
O4 2.457 1.987 1.011  -0.3580
N4 1.146 1.701 1.200  1.9928
C6 0.525 2.332 2.139  0.5335
C7 1.142 3.358 3.000  -1.9351
C8 0.900 3.409 -3.552  -1.8533
H1 -2.801 2.065 3.192  0.4159
H2 -1.854 3.556 3.340  0.4444
H3 -1.371 2.136 4.260  0.4633
H4 -2.905 1.872 -3.613  0.4191
H5 -1.620 2.756 -4.494  0.5430
H6 -2.455 3.502 -3.115  0.3832
H7 2.213 3.198 3.093  0.3870
H8 0.662 3.400 3.975  0.5888
H9 1.005 4.325 2.503  0.3430
H10 0.234 4.273 -3.612  0.4145
H11 0.916 2.940 -4.540  0.3989
H12 1.900 3.725 -3.279  0.4348
O5 0.634 -0.878 2.689  0.2091
C9 1.740 -1.032 3.489  0.9957
C10 2.861 -0.220 3.487  -0.3496
C11 3.843 -0.587 4.389  -1.0873
C12 3.718 -1.702 5.240  -0.6894
C13 2.602 -2.502 5.211  -1.0688
C14 1.591 -2.150 4.305  0.3713
C15 0.336 -2.691 3.948  -0.5707
N5 -0.185 -1.953 3.002  0.7597
N6 -1.406 -2.140 2.457  -1.3011
C16 -1.692 -1.727 1.266  0.0569
O6 -0.836 -1.037 0.506  -0.6465
C17 -2.996 -2.037 0.698  0.7273
C18 -4.085 -2.277 1.541  -0.6060
C19 -5.314 -2.579 0.991  -0.7703
C20 -5.455 -2.664 -0.391  -0.4483
C21 -4.370 -2.445 -1.227  -0.7970
C22 -3.139 -2.121 -0.687  0.0942
H13 2.982 0.622 2.818  0.8099
H14 4.749 0.003 4.438  0.5198
H15 4.524 -1.931 5.922  0.4315
H16 2.504 -3.365 5.854  0.4795
H17 -0.213 -3.550 4.302  0.5936
H18 -3.966 -2.202 2.613  0.4730
H19 -6.167 -2.746 1.634  0.4423
H20 -6.421 -2.903 -0.816  0.4436
H21 -4.480 -2.523 -2.300  0.4918
H22 -2.296 -1.958 -1.343  0.4112
O7 -1.148 -1.979 -3.536  -0.6280
S1 0.002 -1.145 -3.561  0.9735
O8 -0.025 0.108 -4.253  -0.5474
N7 0.477 -0.819 -1.952  0.1523
C23 1.705 -1.232 -1.713  1.4386
S2 2.328 -0.701 -0.217  -0.5563
C24 2.342 -1.967 -2.794  0.0941
C25 3.596 -2.552 -2.836  -0.8074
C26 3.968 -3.198 -4.008  -0.6478
C27 3.108 -3.251 -5.101  -0.6079
C28 1.846 -2.657 -5.066  -0.8331
C29 1.495 -2.022 -3.899  0.3694
H23 4.263 -2.506 -1.985  0.5429
H24 4.941 -3.665 -4.076  0.4463
H25 3.426 -3.760 -6.000  0.4420
H26 1.184 -2.695 -5.921  0.5518

Forces on atoms 1 to 6 (eV/Å):
Ta -0.031 -0.756 -0.115
C -0.011 -0.014 -0.009
C 0.024 0.135 0.015
N -0.047 0.034 -0.071
O 0.014 -0.011 0.036
B 0.005 -0.025 -0.036

Properties
Charge: +2
Max |F|: 0.8 eV Å⁻¹
HOMO-LUMO gap: 5.89 eV